A single C6H12ClN molecule in a non-equilibrium geometry, computed with the ωB97M-V functional and the def2-TZVPD basis.

Positions of all 20 atoms, in Å:
N -1.774 2.008 1.389
C -2.259 0.617 1.439
C -1.567 -0.547 0.701
C -1.363 -0.333 -0.787
C 0.121 0.070 -0.511
C 1.133 -0.588 -1.439
Cl 2.775 -0.431 -0.826
C -0.029 -0.556 0.911
H -1.914 2.465 0.509
H -0.864 2.180 1.789
H -2.270 0.325 2.500
H -3.315 0.645 1.111
H -2.122 -1.480 0.905
H -1.541 -1.255 -1.405
H -1.996 0.487 -1.206
H 0.264 1.136 -0.453
H 1.117 -0.106 -2.382
H 0.913 -1.620 -1.596
H 0.432 -1.546 0.910
H 0.317 0.056 1.753

- SMILES = NC[C@H]1C[C@H](CCl)C1
- energy above the lowest of the compared OMol25 structures with the same formula, charge and spin (eV) = 1.0891
- lowest unoccupied orbital energy (eV) = 0.98
- total energy (eV) = -20428.4828
- maximum force (eV/Å) = 1.54


A gas-phase ion, C6H12ClN2OS (charge +1) in a non-equilibrium geometry, computed with the ωB97M-V functional and the def2-TZVPD basis.

Positions of all 23 atoms, in Å:
C -3.090 -1.164 0.959
C -2.433 -1.056 -0.398
C -1.127 -0.260 -0.164
O -0.976 0.917 -0.037
N 0.036 -1.074 -0.092
C 1.375 -0.704 0.088
Cl 2.378 -2.107 -0.318
C 1.716 0.570 -1.210
N 2.289 1.674 -0.512
C 1.666 1.793 0.865
S 1.991 0.205 1.607
H -4.076 -1.494 0.779
H -2.687 -1.842 1.624
H -2.936 -0.322 1.529
H -2.978 -0.393 -1.138
H -2.296 -2.090 -0.951
H -0.163 -2.072 0.210
H 2.506 0.253 -2.009
H 0.756 0.850 -1.543
H 3.286 1.527 -0.374
H 1.957 2.438 -1.061
H 2.159 2.537 1.527
H 0.644 1.812 0.618

- SMILES = CCC(=O)N[C@@]1(Cl)C[NH2+]CS1
- energy above the lowest of the compared OMol25 structures with the same formula, charge and spin (eV) = 0.0000
- lowest unoccupied orbital energy (eV) = -3.18
- net charge = +1
- total energy (eV) = -34793.8043
- maximum force (eV/Å) = 4.61


A single C6H12ClN3 molecule in a non-equilibrium geometry, computed with the ωB97M-V functional and the def2-TZVPD basis.

Positions of all 22 atoms, in Å:
C 0.198 1.580 0.113
C 0.886 0.551 0.328
C -1.337 1.796 0.391
C 2.316 -1.041 -1.062
C -2.091 -0.062 -1.056
C 2.075 -0.323 0.280
N -1.497 -0.335 1.153
N -1.981 0.541 0.180
N -1.267 0.220 2.377
Cl 0.866 3.268 -0.175
H -1.567 2.238 1.397
H -1.744 2.648 -0.316
H 3.289 -1.403 -1.202
H 2.185 -0.266 -1.899
H 1.544 -1.832 -1.233
H -1.058 -0.451 -1.216
H -2.694 -1.041 -0.937
H -2.594 0.423 -1.804
H 2.940 0.148 0.597
H 1.659 -1.010 0.959
H -0.363 0.821 2.449
H -1.225 -0.529 3.052

- energy above the lowest of the compared OMol25 structures with the same formula, charge and spin (eV) = 2.5581
- lowest unoccupied orbital energy (alpha / beta) (eV) = 0.55 / -0.38
- total energy (eV) = -23402.8117
- maximum force (eV/Å) = 5.47


2 unconnected molecules or ions with the total composition C6H12ClNOSi in a non-equilibrium geometry, computed with the ωB97M-V functional and the def2-TZVPD basis.

Positions of all 22 atoms, in Å:
C -0.070 0.724 2.588
C -0.197 -0.356 -2.925
C 2.149 -0.384 -0.918
C -0.359 1.944 -1.034
C -0.890 -1.580 2.752
C -0.942 -0.193 2.114
N 0.789 1.493 2.767
O -0.630 -0.797 -0.051
Si 0.209 0.066 -1.027
Cl -2.477 -1.889 3.464
H 0.143 0.523 -3.349
H 0.244 -1.342 -3.118
H -1.220 -0.365 -2.747
H 2.800 0.548 -1.183
H 2.387 -0.567 0.139
H 2.463 -1.074 -1.630
H -0.042 2.431 -1.860
H -1.468 2.138 -1.109
H -0.156 2.498 -0.160
H -0.231 -1.682 3.654
H -0.692 -2.340 2.020
H -1.810 0.204 1.615

- energy above the lowest of the compared OMol25 structures with the same formula, charge and spin (eV) = 3.3059
- lowest unoccupied orbital energy (alpha / beta) (eV) = -3.06 / -3.06
- total energy (eV) = -30350.7905
- maximum force (eV/Å) = 5.11


2 unconnected molecules or ions with the total composition C6H12ClO4S in a non-equilibrium geometry, computed with the ωB97M-V functional and the def2-TZVPD basis.

Positions of all 24 atoms, in Å:
C -1.724 0.527 0.389
C -1.268 1.093 -0.899
C -0.877 -0.624 0.756
C 0.199 1.568 -0.768
C 0.575 -0.224 0.955
C 0.965 0.349 -0.412
O 3.201 1.342 -1.635
O 3.595 -2.557 0.122
O 4.771 -1.823 -0.234
O 4.847 -0.644 0.280
S 2.880 0.680 -0.450
Cl 3.140 1.876 1.190
H -1.567 1.270 1.200
H -2.849 0.215 0.365
H -1.275 0.359 -1.793
H -1.929 1.905 -1.404
H -1.388 -1.116 1.682
H -0.899 -1.351 -0.089
H 0.712 1.993 -1.781
H 0.128 2.357 0.020
H 0.655 0.638 1.810
H 1.060 -1.184 1.351
H 0.998 -0.486 -1.155
H 3.391 -3.205 -0.610

- energy above the lowest of the compared OMol25 structures with the same formula, charge and spin (eV) = 3.5828
- lowest unoccupied orbital energy (alpha / beta) (eV) = -5.66 / -7.80
- net charge = +1
- total energy (eV) = -37947.8103
- maximum force (eV/Å) = 4.49


A molecular structure, C6H12CoIO2PS3 in a non-equilibrium geometry, computed with the ωB97M-V functional and the def2-TZVPD basis.

Positions of all 26 atoms, in Å:
Co 0.005 0.169 0.627
C 1.460 -5.909 0.595
C 0.222 -5.036 0.437
O 0.374 -3.799 1.098
P 0.910 -2.410 0.318
S 1.136 -1.150 2.071
S 1.100 -2.730 -1.710
O 2.626 -2.852 0.435
C 3.330 -3.146 1.607
C 4.448 -2.136 1.839
H 1.282 -6.907 0.183
H 1.730 -5.999 1.651
H 2.288 -5.442 0.060
H -0.653 -5.531 0.881
H 0.033 -4.876 -0.627
H 3.769 -4.152 1.499
H 2.665 -3.169 2.477
H 5.099 -2.105 0.962
H 5.039 -2.399 2.724
H 4.009 -1.147 1.980
I -1.689 1.882 1.385
C -0.796 -1.546 0.113
H -1.210 -1.701 -0.879
H -1.468 -1.941 0.882
S 2.749 0.970 -1.041
C 1.321 0.817 -0.433

- multiplicity = 4
- lowest unoccupied orbital energy (alpha / beta) (eV) = 4.77 / 4.74
- net charge = -2
- total energy (eV) = -98033.6117
- maximum force (eV/Å) = 1.68